The following is a quantum chemistry calculation of a cluster of 2 separate species, C3H3F6P in total, from the OMol25 dataset.

XYZ file:
```
13
Properties=species:S:1:pos:R:3:forces:R:3
C -1.77794 -0.26169 0.18236 0.62 -2.33 -1.93
C -0.64431 -1.14545 0.58036 0.78 0.75 0.74
F -0.31866 -1.03625 1.91423 -0.21 -0.55 -0.84
C 0.10037 -1.90709 -0.19034 1.36 -0.19 -1.09
F 0.03225 -1.82644 -1.53848 -0.35 -0.37 1.03
F 1.13672 -2.68480 0.16002 -0.99 0.67 -0.02
H -1.54773 0.63068 -0.36070 0.47 0.31 -0.57
H -2.48916 -0.91695 -0.35999 0.06 0.84 0.24
H -2.12761 0.01834 1.09575 -1.70 0.90 2.44
F 1.71001 2.45119 -1.70983 0.92 -0.24 0.23
P 2.54877 2.35033 -0.34555 -2.28 -0.02 -0.38
F 1.52504 3.31156 0.40264 0.74 0.10 0.28
F 1.85224 1.01657 0.16954 0.59 0.13 -0.14
```
Forces are in eV/Å.

Calculated values
- Kohn-Sham gap: 10.40 eV
- HOMO: -9.59 eV

natural (NBO) atomic charge list, values in e, 6 entries: atom 1 (C): -0.6659, atom 2 (C): 0.2463, atom 3 (F): -0.3245, atom 4 (C): 0.6500, atom 5 (F): -0.3121, atom 6 (F): -0.2983